{
  "formula": "C4H12NP",
  "method": "ωB97M-V/def2-TZVPD",
  "elements": ["C", "C", "C", "C", "N", "P", "H", "H", "H", "H", "H", "H", "H", "H", "H", "H", "H", "H"],
  "xyz": [[-3.2248, -0.5269, -0.2298], [1.3948, -1.5350, 0.1278], [1.8539, 1.2399, 0.7039], [-2.7959, 0.7367, -0.3123], [0.0108, 0.7345, -1.0649], [1.3756, 0.1108, -0.6290], [2.5410, -0.0999, -1.4557], [-2.6055, -1.3621, 0.1714], [-4.2539, -0.9558, -0.4088], [1.3090, -2.2962, -0.6329], [0.3817, -1.5859, 0.6336], [2.3211, -1.6978, 0.8449], [2.1577, 2.2268, 0.2063], [2.5520, 0.6986, 1.3106], [1.1067, 1.6990, 1.2870], [-3.3949, 1.5545, -0.7573], [-1.7587, 1.1474, -0.1517], [-0.7217, 0.1430, -1.4147]],
  "forces_ev_per_a": [[-0.243, -1.023, 0.752], [-0.258, -0.057, 1.705], [1.469, 1.291, -2.084], [0.075, 0.896, -0.749], [0.455, -0.383, -0.682], [-0.496, 0.446, 1.206], [-0.397, 0.638, 0.085], [-0.001, 0.937, -0.284], [1.022, 1.243, -0.187], [0.470, -0.309, -0.290], [1.346, -0.021, 0.127], [-2.067, 0.211, -1.485], [0.775, -1.568, 0.535], [0.958, 0.510, 0.437], [-1.694, -0.620, 0.750], [-0.250, -0.768, 0.411], [-1.231, -1.172, 0.331], [0.067, -0.250, -0.578]],
  "nbo_charge": [-0.422, -1.011, -0.981, -0.404, -1.332, 1.567, -0.104, 0.180, 0.200, 0.245, 0.248, 0.249, 0.257, 0.225, 0.262, 0.188, 0.248, 0.385],
  "de_lowest_kcal_mol": 66.2,
  "smiles": "C[PH](C)=N.C=C",
  "lumo_energy_ha": 0.0357
}